C34H40N5O2P2Sr | ωB97M-V/def2-TZVPD

Geometry as ORCA input:
```
! RIJCOSX wB97M-V def2-TZVPD def2/J DEFGRID3
* xyz -1 1
Sr -0.23 -1.14 -0.23
C 5.51 -1.38 -0.67
C 4.04 -1.65 -0.33
C 3.90 -2.44 0.98
P 2.83 -0.24 -0.35
C 3.39 0.74 -1.81
C 2.74 2.11 -1.87
C 3.11 -0.05 -3.08
C 3.12 0.78 1.12
C 4.27 0.75 1.91
C 4.36 1.46 3.09
C 3.26 2.20 3.51
C 2.12 2.26 2.74
C 2.02 1.58 1.51
N 0.88 1.64 0.73
C 0.37 2.86 0.46
C 1.08 4.08 0.64
C 0.56 5.30 0.28
C -0.70 5.42 -0.29
C -1.42 4.26 -0.49
C -0.92 3.00 -0.15
P -1.86 1.49 -0.41
C -2.92 1.80 -1.90
C -2.04 1.62 -3.14
C -4.12 0.86 -1.96
C -3.07 1.44 0.99
C -3.94 2.69 1.13
C -2.32 1.16 2.29
H 6.07 -2.31 -0.59
H 5.97 -0.65 -0.01
H 5.62 -1.03 -1.69
H 3.64 -2.29 -1.12
H 4.38 -1.94 1.81
H 4.34 -3.43 0.87
H 2.85 -2.58 1.25
H 4.48 0.88 -1.72
H 1.65 2.03 -1.96
H 3.11 2.67 -2.73
H 2.93 2.70 -0.97
H 2.03 -0.22 -3.20
H 3.60 -1.02 -3.09
H 3.44 0.51 -3.96
H 5.12 0.16 1.59
H 5.27 1.42 3.68
H 3.30 2.75 4.45
H 1.27 2.84 3.08
H 2.08 4.05 1.05
H 1.17 6.19 0.43
H -1.11 6.39 -0.56
H -2.40 4.33 -0.93
H -3.27 2.84 -1.90
H -1.75 0.57 -3.25
H -1.13 2.22 -3.08
H -2.58 1.90 -4.04
H -3.81 -0.18 -1.96
H -4.67 1.03 -2.89
H -4.81 1.02 -1.13
H -3.71 0.57 0.77
H -3.32 3.55 1.39
H -4.68 2.55 1.93
H -4.48 2.93 0.22
H -1.55 1.92 2.46
H -1.83 0.19 2.29
H -3.01 1.19 3.14
O -1.44 -2.36 1.53
C -2.31 -2.74 0.72
N -2.43 -2.31 -0.56
C -3.49 -2.99 -1.13
O -3.90 -2.85 -2.26
C -4.08 -3.93 -0.11
C -5.14 -4.82 -0.18
C -5.43 -5.54 0.98
C -4.68 -5.37 2.14
C -3.62 -4.47 2.20
C -3.34 -3.77 1.04
H -5.71 -4.94 -1.09
H -6.24 -6.25 0.98
H -4.94 -5.95 3.02
H -3.03 -4.34 3.09
N 4.02 -5.78 0.00
C 3.11 -5.48 -0.65
N 2.09 -5.23 -1.46
C 1.47 -4.10 -1.32
N 0.86 -3.11 -1.28
*
```

orbital gap: 6.392 eV
electronic energy: -2457.52055 Ha
energy above the lowest of the compared OMol25 structures with the same formula, charge and spin: 6.49 kcal/mol
F_max: 1.31 eV/Å
highest occupied orbital energy: -4.21 eV